ORCA calculation (ωB97M-V/def2-TZVPD) on 2 unconnected molecules or ions with the total composition C8H12NO2P in a non-equilibrium geometry.

ORCA input file:
```
! wB97M-V def2-TZVPD RIJCOSX def2/J DEFGRID3
* xyz 0 1
C 2.4399 -0.5489 -0.6431
C 2.5245 0.6673 -1.3533
C 1.6358 -0.6544 0.4588
C 1.8181 1.7187 -0.8171
C 0.7862 0.3701 0.9083
C 1.0450 1.6735 0.3693
C -2.4406 0.5538 -1.3323
C -1.5986 -2.2189 1.7235
N 0.4062 2.5674 1.0421
O -2.1083 -0.7181 -0.7653
O -1.1788 -2.6264 0.3898
P -0.7854 -1.6248 -0.7324
H 2.9725 -1.4081 -0.9712
H 3.1595 0.7926 -2.1454
H 1.7092 -1.6931 0.9645
H 1.9095 2.7017 -1.2547
H 0.0677 0.2027 1.7011
H -2.3157 0.6181 -2.4320
H -2.0681 1.4698 -0.8075
H -3.5189 0.6994 -1.1854
H -1.9037 -3.0742 2.2571
H -2.2760 -1.3671 1.5674
H -0.8593 -1.7380 2.2081
H 0.5795 3.6369 0.8500
*
```

Properties
* HOMO level (spin up / spin down): -7.478 / -6.066 eV
* Kohn-Sham gap (spin up / spin down): 7.7 / 5.0 eV

These are the Löwdin partial charges, in e, on atoms 1 to 5: atom 1 (C): -0.155, atom 2 (C): -0.068, atom 3 (C): -0.219, atom 4 (C): -0.047, atom 5 (C): -0.067